# 1
This record from the OMol25 dataset describes 2 unconnected molecules or ions with the total composition C7H7NO2 in a non-equilibrium geometry. The level of theory is the ωB97M-V functional and the def2-TZVPD basis.

```
17
Properties=species:S:1:pos:R:3:lowdin_charge:R:1
C -2.865 -1.476 0.533 0.162
C -2.077 -0.892 -0.196 -0.025
C 1.436 1.955 0.561 -0.102
C 0.320 1.851 1.296 -0.086
C 1.175 -0.250 1.114 -0.085
C -0.014 -1.387 -1.487 -0.032
C -0.960 -0.412 -1.020 -0.535
N 2.008 0.696 0.540 0.022
O 0.137 0.487 1.602 -0.076
O -0.855 0.763 -1.257 0.082
H -3.406 -2.016 1.248 0.023
H 1.953 2.777 0.102 0.117
H -0.534 2.529 1.451 0.134
H 0.501 -1.307 -2.376 0.057
H -0.538 -2.356 -1.390 0.097
H 0.909 -1.379 -0.710 0.106
H 2.811 0.418 -0.012 0.141
```

Summary:
E_LUMO   0.019 Eh
HOMO level   -0.3411 hartree
Relative energy (zero: lowest compared OMol25 entry of this formula, charge and spin)   482.43 kJ/mol
Spin multiplicity   1
E   -475.99915 hartree
Gap between HOMO and LUMO   0.3604 Ha

---

# 2
This record from the OMol25 dataset describes 2 unconnected molecules or ions with the total composition C12H16N2 in a non-equilibrium geometry. The level of theory is the ωB97M-V functional and the def2-TZVPD basis.

```
30
Properties=species:S:1:pos:R:3:lowdin_charge:R:1
C -1.081 3.250 -0.144 -0.108
C -1.249 2.077 -1.105 -0.208
C -2.228 1.004 -0.704 -0.329
C -3.261 1.073 0.187 -0.094
N -3.989 -0.074 0.093 0.054
C -3.241 -0.878 -0.771 -0.185
N -2.219 -0.268 -1.287 0.105
H -1.918 3.919 -0.401 0.067
H -0.190 3.879 -0.267 0.076
H -1.337 3.015 0.896 0.072
H -1.519 2.324 -2.128 0.113
H -0.217 1.645 -1.090 0.090
H -3.659 1.879 0.794 0.120
H -4.931 -0.189 0.421 0.142
H -3.597 -1.859 -1.011 0.109
C 4.196 -2.458 0.149 -0.089
C 2.954 -1.756 0.425 -0.287
C 2.310 -1.148 -0.705 -0.059
C 1.087 -0.600 -0.644 -0.087
C 0.436 -0.441 0.639 -0.067
C 1.173 -0.771 1.762 -0.097
C 2.303 -1.583 1.616 -0.065
H 4.481 -3.337 0.772 0.088
H 5.080 -1.849 0.401 0.086
H 4.480 -2.890 -0.818 0.079
H 2.937 -1.267 -1.585 0.108
H 0.378 -0.446 -1.442 0.081
H -0.539 0.034 0.620 0.072
H 0.770 -0.396 2.694 0.099
H 2.589 -1.890 2.632 0.113
```

Summary:
E_LUMO   0.030 Eh
SMILES   CCc1c[nH]cn1.Cc1ccccc1
HOMO level   -0.3127 hartree
Relative energy (zero: lowest compared OMol25 entry of this formula, charge and spin)   166.33 kJ/mol
Spin multiplicity   1
E   -576.31664 hartree
Gap between HOMO and LUMO   0.3425 Ha

---

# 3
This record from the OMol25 dataset describes a single C6H10O molecule. The level of theory is the ωB97M-V functional and the def2-TZVPD basis.

```
17
Properties=species:S:1:pos:R:3:lowdin_charge:R:1
C -1.342 0.729 -1.611 -0.117
O -1.739 0.095 -0.421 -0.113
C -0.854 0.490 0.624 -0.356
C 0.567 0.735 0.360 -0.119
C 1.333 -0.440 -0.232 -0.161
C 0.841 -1.408 0.847 -0.166
C -0.091 -0.407 1.494 -0.065
H -1.929 1.627 -1.846 0.090
H -1.361 0.020 -2.443 0.091
H -0.302 1.056 -1.474 0.063
H -1.277 1.306 1.227 0.158
H 0.997 1.743 0.313 0.130
H 2.408 -0.251 -0.175 0.110
H 1.097 -0.752 -1.257 0.109
H 1.654 -1.627 1.547 0.111
H 0.404 -2.351 0.510 0.108
H -0.405 -0.564 2.536 0.127
```

Summary:
E_LUMO   0.040 Eh
SMILES   CO[C@@H]1[C@@H]2CC[C@@H]21
HOMO level   -0.3363 hartree
Relative energy (zero: lowest compared OMol25 entry of this formula, charge and spin)   265.83 kJ/mol
Spin multiplicity   1
E   -309.74112 hartree
Gap between HOMO and LUMO   0.3760 Ha

---

# 4
This record from the OMol25 dataset describes a molecular structure, C8H8Cl2N2O3ScSeV in a non-equilibrium geometry. The level of theory is the ωB97M-V functional and the def2-TZVPD basis.

```
26
Properties=species:S:1:pos:R:3:lowdin_spin:R:1
Sc 1.574 0.900 -3.963 -0.042
V 0.393 0.043 -1.593 1.648
Cl 2.214 -0.933 -2.482 0.036
Cl -0.746 0.946 -3.410 0.024
C 1.139 1.360 -0.602 0.079
C 1.202 -0.308 -5.660 0.000
C 1.820 2.141 -5.905 0.000
O 1.592 2.197 0.099 0.169
O 0.795 -0.809 -6.619 0.000
O 1.655 2.577 -6.972 0.000
C 1.637 -1.298 2.394 -0.001
N 0.298 -0.774 2.573 0.009
C -0.205 -0.219 3.745 0.060
C -1.484 0.149 3.490 0.060
N -1.754 -0.183 2.173 0.009
C -3.009 0.037 1.488 -0.002
C -0.656 -0.745 1.603 0.029
Se -0.569 -1.468 -0.131 -0.076
H 1.616 -2.119 1.663 -0.001
H 1.986 -1.666 3.364 0.000
H 2.318 -0.509 2.038 0.000
H 0.378 -0.164 4.646 0.002
H -2.220 0.586 4.134 0.002
H -3.844 -0.160 2.168 0.000
H -3.079 1.069 1.124 0.000
H -3.053 -0.651 0.636 -0.002
```

Summary:
E_LUMO (alpha / beta)   -0.648 / -0.654 Eh
Expectation value of S²   2.08
HOMO level (alpha / beta)   -0.8296 / -0.8062 hartree
Charge   +4
Spin multiplicity   3
E   -5669.72809 hartree
Gap between HOMO and LUMO (alpha / beta)   0.1819 / 0.1522 Ha

---

# 5
This record from the OMol25 dataset describes 2 unconnected molecules or ions with the total composition C4H14O5PS in a non-equilibrium geometry. The level of theory is the ωB97M-V functional and the def2-TZVPD basis.

```
25
Properties=species:S:1:pos:R:3:lowdin_charge:R:1
C -2.341 2.465 -1.236 -0.166
S -1.131 1.689 -2.285 0.626
O -1.769 1.254 -3.500 -0.361
O -0.119 2.671 -2.459 -0.319
C -0.433 0.215 -1.382 -0.459
C -0.983 0.017 0.044 -0.301
O 0.085 -0.391 0.856 -0.389
P 1.474 0.600 0.389 0.436
O 0.898 0.413 -1.302 -0.345
H -1.821 2.737 -0.332 0.048
H -3.193 1.829 -1.051 0.063
H -2.621 3.365 -1.760 0.058
H -0.640 -0.670 -1.980 0.123
H -1.444 0.902 0.471 0.068
H -1.708 -0.788 0.124 0.112
H 2.030 0.608 1.725 -0.059
H 2.327 -0.529 0.112 -0.027
H 2.439 1.584 -0.048 -0.052
H 0.594 1.738 0.661 -0.009
C 1.073 -3.279 1.966 -0.166
O 2.134 -2.744 2.757 -0.134
H 0.374 -2.478 1.744 0.052
H 1.464 -3.675 1.025 0.075
H 0.559 -4.074 2.521 0.066
H 2.751 -3.459 2.939 0.060
```

Summary:
E_LUMO   0.119 Eh
HOMO level   -0.1576 hartree
Charge   -1
Spin multiplicity   1
E   -1276.47871 hartree
Gap between HOMO and LUMO   0.2766 Ha

---

# 6
This record from the OMol25 dataset describes a single C21H19N3O3S2 molecule in a non-equilibrium geometry. The level of theory is the ωB97M-V functional and the def2-TZVPD basis.

```
48
Properties=species:S:1:pos:R:3:lowdin_charge:R:1
C -5.264 -2.164 0.559 -0.012
C -3.910 -1.846 0.055 -0.314
N -2.836 -2.428 0.516 0.111
O -1.768 -1.934 -0.168 -0.014
C -2.194 -1.028 -1.064 -0.277
C -1.199 -0.406 -1.971 0.011
C -3.558 -0.915 -0.970 -0.214
C -4.442 -0.013 -1.736 -0.392
S -5.338 1.197 -0.676 0.899
C -3.991 1.776 0.410 -0.365
C -3.874 0.868 1.605 -0.520
O -4.819 0.477 2.244 0.062
N -2.609 0.452 1.980 0.121
C -1.378 0.739 1.474 -0.589
N -1.101 1.577 0.546 0.101
C 0.240 1.617 0.279 -0.330
C 0.861 2.421 -0.670 -0.010
C 2.224 2.331 -0.838 0.006
C 2.992 1.448 -0.068 -0.260
O 4.339 1.475 -0.277 0.036
C 5.104 0.356 -0.045 -0.260
C 4.671 -0.929 -0.353 -0.025
C 5.520 -2.002 -0.157 -0.078
C 6.799 -1.805 0.336 -0.097
C 7.233 -0.522 0.626 -0.082
C 6.392 0.558 0.438 -0.004
C 2.394 0.654 0.903 -0.021
C 1.025 0.744 1.062 -0.454
S 0.008 -0.130 2.170 1.106
H -5.943 -2.332 -0.275 0.088
H -5.221 -3.049 1.186 0.086
H -5.649 -1.331 1.146 0.061
H -1.328 0.673 -2.003 0.078
H -1.315 -0.800 -2.980 0.094
H -0.196 -0.634 -1.619 0.090
H -5.243 -0.563 -2.231 0.081
H -3.873 0.549 -2.476 0.078
H -3.062 1.858 -0.149 0.057
H -4.309 2.762 0.751 0.092
H -2.622 -0.213 2.747 0.151
H 0.269 3.101 -1.262 0.117
H 2.732 2.941 -1.567 0.120
H 3.679 -1.082 -0.753 0.120
H 5.179 -2.998 -0.396 0.105
H 7.456 -2.648 0.488 0.100
H 8.232 -0.361 1.004 0.104
H 6.714 1.564 0.657 0.118
H 2.981 -0.008 1.520 0.125
```

Summary:
E_LUMO   0.019 Eh
SMILES   Cc1noc(C)c1CSCC(=O)Nc1nc2ccc(Oc3ccccc3)cc2s1
HOMO level   -0.3014 hartree
Relative energy (zero: lowest compared OMol25 entry of this formula, charge and spin)   125.00 kJ/mol
Spin multiplicity   1
E   -1998.00800 hartree
Gap between HOMO and LUMO   0.3202 Ha

---

# 7
This record from the OMol25 dataset describes a molecular structure, C18H20N6O5SSn. The level of theory is the ωB97M-V functional and the def2-TZVPD basis.

```
51
Properties=species:S:1:pos:R:3:lowdin_charge:R:1
Sn 0.183 -0.394 0.521 1.125
N 1.076 2.726 -0.418 -0.017
C 2.466 2.372 -0.694 -0.230
C 3.157 1.223 0.065 -0.581
O 4.403 1.277 0.090 -0.063
N 2.392 0.309 0.659 -0.116
C 3.081 -0.635 1.528 -0.184
C 2.196 -1.015 2.712 -0.671
O 2.700 -1.215 3.815 -0.014
O 0.937 -1.136 2.442 -0.260
H 0.429 2.057 -0.826 -0.034
H 0.910 2.688 0.581 0.045
H 3.102 3.237 -0.494 0.095
H 2.563 2.177 -1.765 0.086
H 4.031 -0.241 1.881 0.106
H 3.288 -1.574 0.992 0.115
O -3.728 -2.521 -1.149 -0.030
C -2.732 -2.456 -0.409 -0.669
O -2.374 -1.451 0.277 -0.207
C -1.940 -3.736 -0.179 -0.155
C -2.696 -4.860 0.150 -0.056
C -2.112 -6.085 0.428 -0.126
C -0.729 -6.200 0.347 -0.130
C 0.032 -5.100 -0.008 -0.149
C -0.542 -3.845 -0.274 -0.604
S 0.556 -2.589 -0.867 0.498
H -3.773 -4.745 0.177 0.105
H -2.725 -6.938 0.701 0.080
H -0.242 -7.147 0.555 0.083
H 1.108 -5.186 -0.089 0.081
N -3.248 1.158 0.227 -0.014
C -4.464 1.728 0.229 -0.132
C -4.272 3.085 0.058 -0.118
C -2.872 3.223 -0.044 -0.198
N -2.267 2.049 0.066 0.016
H -2.990 0.156 0.288 0.075
H -5.358 1.137 0.337 0.104
H -5.023 3.857 0.011 0.066
H -2.280 4.113 -0.196 0.086
C -2.339 0.200 -2.878 0.003
C -0.898 0.125 -3.243 -0.388
N 0.116 0.322 -2.443 0.051
C 1.253 0.112 -3.191 -0.163
C 0.920 -0.204 -4.471 -0.115
N -0.461 -0.188 -4.494 0.079
H -2.521 -0.354 -1.955 0.050
H -2.960 -0.242 -3.660 0.076
H -2.645 1.236 -2.717 0.075
H 2.232 0.168 -2.744 0.097
H 1.509 -0.451 -5.336 0.090
H -1.049 -0.430 -5.270 0.139
```

Summary:
E_LUMO   0.172 Eh
HOMO level   -0.0576 hartree
Charge   -2
Spin multiplicity   1
E   -2015.32774 hartree
Gap between HOMO and LUMO   0.2295 Ha

---

# 8
This record from the OMol25 dataset describes 2 unconnected molecules or ions with the total composition C5H18N2O in a non-equilibrium geometry. The level of theory is the ωB97M-V functional and the def2-TZVPD basis.

```
26
Properties=species:S:1:pos:R:3:lowdin_spin:R:1
C 1.372 -0.734 -0.590 0.004
C 0.307 -0.251 0.409 0.020
C -0.017 1.228 0.336 0.042
C -0.524 1.696 -1.050 0.035
C -1.995 1.393 -1.336 0.139
N -2.924 2.346 -0.621 0.236
N 2.072 -1.976 -0.068 0.002
H 0.903 -0.996 -1.531 0.002
H 2.112 0.029 -0.668 0.001
H -0.628 -0.802 0.264 0.015
H 0.565 -0.573 1.422 0.002
H -0.784 1.411 1.094 0.042
H 0.842 1.865 0.550 0.002
H 0.146 1.275 -1.809 0.002
H -0.344 2.753 -1.169 0.016
H -2.178 1.389 -2.399 0.022
H -2.248 0.422 -0.922 0.059
H -2.379 3.077 -0.152 0.070
H -3.574 1.763 0.032 0.202
H -3.511 2.850 -1.312 0.081
H 2.921 -2.050 -0.617 0.000
H 1.486 -2.800 -0.165 0.001
H 2.130 -1.836 0.961 0.000
H 1.252 -2.818 3.292 0.000
H 2.268 -3.607 2.509 0.000
O 1.553 -2.968 2.386 0.003
```

Summary:
E_LUMO (alpha / beta)   -0.124 / -0.125 Eh
Expectation value of S²   0.75
HOMO level (alpha / beta)   -0.2187 / -0.5534 hartree
Charge   +1
Relative energy (zero: lowest compared OMol25 entry of this formula, charge and spin)   0.00 kJ/mol
Spin multiplicity   2
E   -385.68727 hartree
Gap between HOMO and LUMO (alpha / beta)   0.0943 / 0.4283 Ha

---

Q: Which of these has the highest E?
A: C6H10O

---

Q: Look up the E of the eighth one.
A: -385.68727 hartree